Computed, not measured: a structure of composition C18H36AuBrNO5Si, with ωB97M-V/def2-TZVPD.

Calculated values
ΔE to the lowest compared entry with this formula, charge and spin in kcal/mol: 54.3
Calculated total energy in hartree: -4137.3910
Orbital gap in eV: 7.64
2S+1: 1
Charge: +1

```
63
Properties=species:S:1:pos:R:3:forces:R:3
C 0.789390 -2.456083 -1.273516 0.022 0.004 0.003
H -2.641147 -1.703824 -4.061254 0.002 -0.001 -0.016
H -2.237176 1.877497 3.987104 0.002 0.027 0.057
C 0.294809 1.688274 -4.296662 0.045 0.068 0.003
C -0.712431 1.733574 5.233794 0.001 -0.070 -0.098
H -0.991273 -2.175150 -3.680666 -0.006 -0.012 0.009
C -2.391062 -1.484661 -1.389317 0.034 -0.007 0.012
H -2.580700 1.237175 -3.501435 0.014 0.004 0.006
C 1.714062 -0.205197 4.812048 0.075 -0.021 -0.246
H 2.438485 -0.449942 -3.577630 0.010 0.005 0.012
H 2.761742 -2.098506 -3.062198 0.000 -0.005 -0.012
H -2.951242 1.210924 -1.768763 -0.006 0.001 0.004
Si -0.080892 0.142942 -2.050466 0.061 -0.122 0.544
H 1.754559 0.594413 5.549055 0.016 -0.059 0.061
H -2.461864 -1.022758 -0.404736 -0.027 0.006 -0.003
O -1.713914 -0.935825 2.782865 0.045 0.028 0.163
Br -0.510242 0.891527 0.308743 -0.209 0.424 -0.074
C -1.518797 -1.921762 3.674333 -0.005 0.096 -0.205
O -2.343525 -2.745534 3.924573 0.056 -0.058 0.052
H -1.555835 2.889689 -2.670309 0.003 -0.014 0.017
H 0.294768 -2.354375 -0.304732 -0.021 0.000 0.000
H 0.642476 2.617635 -4.755811 -0.002 -0.002 -0.013
H 1.267214 -1.731112 -3.913630 -0.011 0.006 -0.003
H 1.637690 -3.132879 -1.141897 0.001 -0.006 0.007
H 2.030100 3.218022 -2.817242 0.006 0.003 -0.002
H 2.017724 -0.426968 0.180241 0.037 -0.011 -0.018
H 0.594185 -2.431035 3.750931 0.003 -0.022 0.017
O 1.883340 0.620264 2.509279 -0.072 0.357 0.220
C -0.634534 0.229741 5.444642 0.049 0.086 -0.010
C -1.811147 -0.535914 -2.449899 0.111 -0.036 -0.134
C 2.555609 0.287732 3.617764 -0.093 -0.071 -0.195
H -1.627321 -0.206528 5.340430 -0.002 0.005 -0.012
C 0.385072 1.844154 -2.762033 -0.022 -0.104 -0.027
N 0.281187 -0.464279 4.471958 -0.058 0.004 0.373
H -0.179721 -2.361384 5.350640 -0.065 0.024 0.002
C 2.412021 -0.650519 -0.810962 -0.027 0.001 -0.033
H -1.303556 -0.696180 -4.597934 0.008 0.008 0.003
H 2.158850 -1.096551 5.250858 0.038 -0.006 -0.060
O -1.288384 2.054366 3.979794 -0.011 0.060 -0.013
H 0.099887 -2.937161 -1.965181 -0.010 0.009 0.003
H -0.532749 3.157176 -1.256243 0.029 0.031 0.005
H -3.801128 0.140128 -2.878860 -0.007 0.005 -0.001
H 3.130042 -1.467660 -0.701063 0.024 0.009 -0.006
H -0.263014 -0.007717 6.444517 -0.001 -0.004 0.002
C -0.528382 3.004204 -2.334767 -0.048 -0.029 -0.041
O 3.738681 0.393587 3.706519 0.013 -0.024 0.112
C -0.133027 -1.898524 4.365182 -0.103 0.045 0.017
H -1.832379 -2.411883 -1.293243 0.014 0.012 0.006
H -3.405565 -1.748203 -1.698710 0.001 -0.024 0.000
H 0.923078 0.883480 -4.683380 0.005 -0.008 0.007
Au -0.022714 0.104439 2.565144 0.195 -0.590 -0.365
C -1.658877 -1.318582 -3.774808 -0.087 0.015 -0.002
C -2.830697 0.592463 -2.660015 0.008 -0.007 -0.019
H 2.566709 1.547596 -2.769074 -0.006 -0.012 0.002
H 2.963104 0.219559 -1.157078 -0.019 0.018 0.013
C 1.973567 -1.349082 -3.174039 0.019 -0.070 0.037
H -0.726722 1.520537 -4.637618 -0.006 0.006 0.001
C 1.323275 -1.113763 -1.792117 -0.014 0.023 -0.193
C 1.819001 2.237964 -2.382019 0.011 -0.005 -0.022
H 1.947917 2.323704 -1.301743 0.003 -0.003 0.004
H -0.137333 3.918605 -2.788209 -0.015 0.007 -0.009
H 0.279860 2.186452 5.225848 -0.009 0.025 0.052
H -1.271065 2.171691 6.062977 0.001 -0.015 0.010
```
Positions in Å, forces in eV/Å.

***

Computed, not measured: an isolated molecule of C5H6O, with ωB97M-V/def2-TZVPD.

Calculated values
ΔE to the lowest compared entry with this formula, charge and spin in kcal/mol: 58.7
Calculated total energy in hartree: -269.2528
Orbital gap in eV: 10.45
2S+1: 1
Charge: 0
SMILES: CCC#CC=O

```
12
Properties=species:S:1:pos:R:3:forces:R:3
C -1.243971 0.524152 -0.073589 -0.143 -0.078 -0.022
C 0.503764 -1.087638 0.214976 0.407 0.339 0.098
H -1.510350 -1.496365 0.719566 0.123 0.030 -0.132
C -0.925267 -1.007503 -0.067863 -0.075 0.031 0.002
H -1.168824 -1.518742 -1.007461 0.025 0.286 0.116
C 1.627957 -0.705371 0.469072 -0.712 0.022 -0.142
C 2.293183 0.590636 0.516181 -0.040 0.334 0.177
H 3.225982 0.727782 -0.052589 0.012 -0.083 0.119
H -1.402799 0.870561 0.953644 -0.001 -0.111 -0.236
O 1.753649 1.517421 1.079761 0.583 -0.236 -0.119
H -2.138970 0.725790 -0.665787 -0.021 -0.084 0.137
H -0.434920 1.147640 -0.477534 -0.158 -0.451 0.002
```
Positions in Å, forces in eV/Å.

***

Computed, not measured: a cluster of 2 separate species, C5H10O in total, with ωB97M-V/def2-TZVPD.

Calculated values
ΔE to the lowest compared entry with this formula, charge and spin in kcal/mol: 41.6
Calculated total energy in hartree: -271.6863
Orbital gap in eV: 10.41
2S+1: 1
Charge: 0
SMILES: C[C@H]1CCC1=O.[H][H]

```
16
Properties=species:S:1:pos:R:3:forces:R:3
H -2.000252 0.724742 -0.770675 0.075 -0.131 0.066
H -0.529166 3.200310 -1.108590 -0.170 0.159 -0.091
H -0.630017 0.706727 1.325711 0.147 -0.052 -0.191
C 1.712945 -0.700876 0.387994 0.173 -0.060 -0.015
C 0.392714 -1.233519 1.000810 -0.072 -0.197 0.127
C 0.897747 0.410977 -0.246538 0.213 0.292 -0.532
H -1.320938 -0.840936 -1.240978 -0.070 0.077 0.102
H 0.405241 -1.383680 2.082209 -0.017 0.024 -0.156
O 1.142842 1.146269 -1.166881 -0.098 -0.476 0.531
H -2.393650 -0.734874 0.166236 0.112 0.099 -0.055
H 2.465670 -0.360032 1.105401 -0.141 -0.013 -0.076
H 0.040117 -2.149245 0.517606 0.055 0.109 0.090
H -0.338503 2.712793 -1.635601 -0.078 0.151 0.101
C -1.600124 -0.217371 -0.383803 -0.048 0.004 -0.058
C -0.386968 0.019425 0.503991 -0.080 0.031 -0.033
H 2.199570 -1.317222 -0.373340 0.000 -0.017 0.190
```
Positions in Å, forces in eV/Å.

***

Computed, not measured: an isolated molecule of C3H7N in a non-equilibrium geometry, with ωB97M-V/def2-TZVPD.

Calculated values
ΔE to the lowest compared entry with this formula, charge and spin in kcal/mol: 36.0
Calculated total energy in hartree: -173.1848
Orbital gap in eV: 10.64
2S+1: 1
Charge: 0
SMILES: C[C@H]1CN1

```
11
Properties=species:S:1:pos:R:3:forces:R:3
N -1.034713 0.915783 -0.172034 -0.775 -0.228 -0.109
H -2.132057 -0.938976 -0.348262 -0.170 -0.668 -0.343
C -0.045064 -0.078979 -0.498804 0.195 -0.157 -2.480
H -0.074503 -0.293481 -1.608836 0.552 0.512 1.179
H -0.842395 1.370627 0.713112 0.311 0.061 -0.050
H 2.054337 -0.807057 -0.513269 -1.859 2.337 2.198
C -1.263634 -0.548136 0.124962 0.400 1.345 2.690
H -1.086520 -0.692810 1.206980 -0.751 -0.624 -0.624
C 1.321583 0.029769 0.099833 2.579 -0.697 -1.728
H 1.692588 1.073078 -0.229928 -0.249 -1.654 0.600
H 1.410383 -0.029814 1.226251 -0.232 -0.226 -1.332
```
Positions in Å, forces in eV/Å.